[1]
This record from OMol25 describes a molecular structure, C31H28BrClFeO5SeTe in a non-equilibrium geometry. The level of theory is ωB97M-V/def2-TZVPD.

```
69
Properties=species:S:1:pos:R:3
Fe 0.018 0.583 1.345
C -3.444 0.662 2.341
C -2.280 1.518 2.742
C -2.307 2.891 2.526
C -1.199 3.675 2.820
C -0.040 3.096 3.305
C -0.003 1.727 3.552
C -1.137 0.937 3.303
H -4.368 0.972 2.832
H -3.246 -0.381 2.577
H -3.575 0.743 1.264
H -3.190 3.341 2.092
H -1.232 4.741 2.640
H 0.835 3.698 3.502
H 0.874 1.291 4.015
H -1.152 -0.100 3.618
C -1.850 4.849 -3.346
C -2.627 3.619 -2.985
C -3.999 3.742 -2.725
C -4.744 2.630 -2.409
Cl -6.444 2.835 -2.094
C -4.185 1.365 -2.350
C -2.816 1.237 -2.606
C -2.043 2.344 -2.911
O -0.726 2.139 -3.270
C 0.267 2.642 -2.393
C 0.292 1.941 -1.019
O -0.656 2.120 -0.245
O 1.322 1.268 -0.764
H -2.507 5.576 -3.822
H -1.034 4.611 -4.025
H -1.428 5.311 -2.452
H -4.463 4.716 -2.780
H -4.788 0.507 -2.104
H -2.349 0.265 -2.562
H 0.131 3.713 -2.194
H 1.219 2.481 -2.905
Se 3.110 0.487 2.045
C 3.589 -0.418 -1.281
Te 2.164 -0.876 0.319
C 3.635 -2.466 0.703
C 4.839 -2.231 -0.147
C 6.003 -2.975 0.036
C 7.119 -2.762 -0.757
C 7.080 -1.803 -1.754
C 5.937 -1.041 -1.930
C 4.817 -1.238 -1.123
H 3.814 0.647 -1.319
H 3.086 -0.666 -2.221
H 3.188 -3.440 0.480
H 3.929 -2.484 1.754
H 6.028 -3.725 0.814
H 8.017 -3.349 -0.598
H 7.939 -1.648 -2.395
H 5.907 -0.281 -2.703
Br -4.206 -5.531 -0.621
C -2.722 -5.023 0.504
C -2.187 -6.011 1.334
C -1.097 -5.637 2.137
C -0.591 -4.368 2.096
C -1.152 -3.371 1.255
C -2.258 -3.744 0.444
C -0.635 -2.026 1.243
O 0.393 -1.732 1.983
O -1.157 -1.117 0.518
H -2.602 -7.008 1.356
H -0.659 -6.382 2.793
H 0.249 -4.089 2.716
H -2.703 -3.001 -0.199
```

Computed properties:
**Relative energy (zero: lowest compared OMol25 entry of this formula, charge and spin)**: 3.698 eV
**Net charge**: -2
**Largest force on an atom**: 1.9 eV Å⁻¹
**2S+1**: 5
**HOMO energy (alpha / beta)**: 1.37 / -0.37 eV

[2]
This record from OMol25 describes a molecular structure, C31H28BrN3O6SSe2SiTe2V in a non-equilibrium geometry. The level of theory is ωB97M-V/def2-TZVPD.

```
76
Properties=species:S:1:pos:R:3
V -2.458 1.716 -0.948
Se -4.257 2.502 -0.633
Te -2.615 2.936 3.241
Te -2.220 3.441 5.808
Se -2.846 2.431 0.974
Br -3.733 -4.977 5.261
C -2.368 -4.916 3.942
C -1.042 -5.030 4.329
C -0.058 -5.074 3.361
C -0.386 -4.960 2.011
C -1.724 -4.814 1.644
C -2.717 -4.806 2.608
N 0.646 -5.149 1.061
N 0.786 -4.455 0.048
C 0.039 -3.267 -0.200
C -0.833 -3.230 -1.204
C -1.466 -1.985 -1.706
C -1.220 -0.669 -0.881
O -2.324 0.103 -0.579
C -0.484 -0.917 0.453
N -0.677 -0.028 1.412
C -0.137 -0.206 2.612
C 0.730 -1.252 2.875
C 0.897 -2.219 1.907
C 0.211 -2.116 0.699
H -0.786 -5.091 5.377
H 0.983 -5.169 3.640
H -1.986 -4.739 0.599
H -3.755 -4.710 2.320
H -1.033 -4.134 -1.772
H -2.524 -2.136 -1.926
H -0.422 0.520 3.364
H 1.235 -1.313 3.830
H 1.536 -3.072 2.098
O -4.694 2.699 -3.102
S -3.639 1.677 -3.198
O -3.984 0.527 -2.326
O -2.386 2.318 -2.604
O -3.360 1.255 -4.545
C 3.034 3.202 -2.373
C 1.533 3.428 -2.158
C 0.810 3.331 -3.504
C 1.316 4.814 -1.550
Si 0.819 2.110 -0.980
O -0.764 2.418 -0.861
C 0.929 0.401 -1.811
C -0.445 -0.082 -2.127
C -0.653 -1.387 -2.913
C 0.626 -2.086 -3.266
C 1.814 -1.632 -2.863
C 1.973 -0.382 -2.114
C 1.597 2.212 0.749
C 2.766 1.525 1.093
C 3.281 1.586 2.380
C 2.645 2.350 3.347
C 1.493 3.054 3.022
C 0.979 2.972 1.733
H 3.441 3.978 -3.034
H 3.221 2.229 -2.835
H 3.571 3.242 -1.420
H 1.128 4.138 -4.176
H -0.272 3.410 -3.380
H 1.021 2.376 -3.993
H 1.663 5.594 -2.239
H 1.861 4.913 -0.607
H 0.259 4.989 -1.338
H -1.014 0.714 -2.592
H -1.281 -1.270 -3.798
H 0.551 -2.987 -3.867
H 2.719 -2.169 -3.129
H 2.981 -0.064 -1.862
H 3.260 0.910 0.347
H 4.174 1.019 2.621
H 3.021 2.379 4.363
H 0.978 3.627 3.785
H 0.038 3.446 1.501
```

Computed properties:
**Relative energy (zero: lowest compared OMol25 entry of this formula, charge and spin)**: 4.010 eV
**Net charge**: -2
**Largest force on an atom**: 12.8 eV Å⁻¹
**2S+1**: 2
**HOMO energy (alpha / beta)**: -1.38 / -1.44 eV

[3]
This record from OMol25 describes a molecular structure, C31H28Cl2NO3P2PdS. The level of theory is ωB97M-V/def2-TZVPD.

```
69
Properties=species:S:1:pos:R:3
Pd 1.679 2.373 -0.045
O -0.150 2.308 -1.330
P -0.592 0.874 -1.440
C -0.674 0.055 0.168
P -0.242 -1.735 0.346
O 1.004 -2.123 -0.372
C 0.005 -1.791 2.160
C 0.882 -0.893 2.769
C 1.120 -0.961 4.134
C 0.490 -1.935 4.900
C -0.373 -2.839 4.300
C -0.616 -2.766 2.934
C -1.671 -2.647 -0.044
C -1.641 -3.609 -1.103
C -2.786 -4.190 -1.574
C -4.063 -3.868 -1.013
C -4.098 -2.972 0.070
C -2.960 -2.377 0.562
C 0.427 -0.064 -2.602
C -0.064 -1.183 -3.268
C 0.750 -1.879 -4.147
C 2.055 -1.457 -4.365
C 2.545 -0.341 -3.702
C 1.735 0.357 -2.818
C -2.257 0.828 -2.166
C -3.141 -0.231 -1.989
C -4.387 -0.209 -2.602
C -4.756 0.873 -3.388
C -3.879 1.938 -3.560
C -2.634 1.917 -2.952
H -1.683 0.191 0.571
H 0.017 0.676 0.759
H 1.380 -0.131 2.176
H 1.791 -0.249 4.595
H 0.672 -1.983 5.968
H -0.867 -3.599 4.896
H -1.294 -3.463 2.455
H -0.680 -3.848 -1.545
H -2.719 -4.907 -2.386
H -4.969 -4.328 -1.385
H -5.051 -2.738 0.538
H -3.037 -1.689 1.398
H -1.075 -1.531 -3.089
H 0.367 -2.759 -4.649
H 2.695 -2.007 -5.046
H 3.567 -0.017 -3.861
H 2.111 1.217 -2.267
H -2.868 -1.079 -1.373
H -5.060 -1.044 -2.451
H -5.730 0.891 -3.863
H -4.169 2.789 -4.166
H -1.946 2.746 -3.063
O 3.552 2.842 0.909
N 3.727 2.570 2.191
C 4.367 1.409 2.461
C 4.688 1.011 3.728
C 4.312 1.846 4.788
C 3.657 3.015 4.514
C 3.348 3.447 3.196
S 2.600 4.919 2.869
H 4.580 0.835 1.570
H 5.191 0.067 3.881
H 4.530 1.570 5.814
H 3.352 3.684 5.306
Cl 1.022 7.046 -0.093
C 1.763 5.498 -0.587
Cl 2.829 5.734 -1.996
H 0.976 4.807 -0.867
H 2.346 5.109 0.244
```

Computed properties:
**Relative energy (zero: lowest compared OMol25 entry of this formula, charge and spin)**: 0.000 eV
**Net charge**: -2
**Largest force on an atom**: 0.4 eV Å⁻¹
**2S+1**: 2
**HOMO energy (alpha / beta)**: 0.56 / -0.99 eV

[4]
This record from OMol25 describes 2 unconnected molecules or ions with the total composition C31H28F3N3O6S3 in a non-equilibrium geometry. The level of theory is ωB97M-V/def2-TZVPD.

```
74
Properties=species:S:1:pos:R:3
O 3.281 -1.994 -5.338
S 1.982 -1.443 -5.613
O 0.819 -2.275 -5.762
C 2.134 -0.353 -7.032
C 1.350 -0.639 -8.152
C 1.472 0.153 -9.292
C 2.409 1.206 -9.316
C 3.228 1.440 -8.198
C 3.111 0.639 -7.064
N 1.659 -0.343 -4.146
S 0.156 -0.395 -3.294
C -0.627 0.950 -4.272
F -1.937 1.055 -3.948
F -0.537 0.671 -5.599
F -0.034 2.151 -4.053
S 2.989 -0.053 -3.128
O 3.225 -1.213 -2.316
O 3.996 0.558 -3.940
C 2.296 1.178 -2.081
C 2.646 2.502 -2.308
C 2.122 3.476 -1.464
C 1.276 3.102 -0.408
C 0.973 1.757 -0.175
C 1.522 0.773 -0.985
H 0.644 -1.471 -8.117
H 0.846 -0.043 -10.160
H 2.500 1.828 -10.200
H 3.962 2.249 -8.219
H 3.764 0.790 -6.202
H 3.289 2.739 -3.160
H 2.357 4.521 -1.657
H 0.835 3.871 0.227
H 0.286 1.453 0.619
H 1.329 -0.284 -0.799
O 4.834 0.591 3.253
N 4.156 -0.102 4.051
O 4.624 -1.089 4.662
C 2.792 0.256 4.240
C 1.946 -0.554 5.036
C 0.577 -0.392 4.951
C -0.007 0.589 4.082
C -1.415 0.684 3.777
C -2.329 -0.371 3.879
C -1.858 -1.792 3.888
C -0.964 -2.199 2.877
C -0.544 -3.521 2.788
C -0.990 -4.465 3.726
C -1.869 -4.066 4.754
C -2.300 -2.740 4.827
N -3.668 -0.148 3.905
C -4.210 1.205 3.888
C -5.718 1.064 3.682
C -6.018 -0.439 3.559
C -4.682 -1.180 3.690
C 0.891 1.541 3.500
C 2.256 1.360 3.544
H 2.400 -1.321 5.657
H -0.074 -1.052 5.530
H -1.786 1.681 3.493
H -0.639 -1.458 2.143
H 0.135 -3.817 1.981
H -0.655 -5.499 3.650
H -2.214 -4.803 5.485
H -2.996 -2.453 5.626
H -3.998 1.721 4.833
H -3.763 1.794 3.079
H -6.260 1.511 4.518
H -6.033 1.581 2.773
H -6.708 -0.772 4.339
H -6.482 -0.660 2.594
H -4.458 -1.775 2.789
H -4.711 -1.877 4.537
H 0.469 2.391 2.958
H 2.946 2.017 3.008
```

Computed properties:
**Net charge**: 0
**Largest force on an atom**: 2.7 eV Å⁻¹
**HOMO energy**: -7.51 eV

[5]
This record from OMol25 describes a molecular structure, C31H28F4N7O19S4Y in a non-equilibrium geometry. The level of theory is ωB97M-V/def2-TZVPD.

```
94
Properties=species:S:1:pos:R:3
Y -2.954 1.018 1.114
N -6.191 -1.661 -1.750
S -5.884 -1.038 -3.124
O -6.518 -1.670 -4.343
O -4.671 -0.167 -3.145
F -6.966 0.091 -2.865
S -5.000 -2.901 -2.186
O -3.566 -2.617 -2.319
O -5.568 -4.046 -2.844
F -4.978 -3.306 -0.701
N -1.038 0.162 0.641
S -0.688 -1.234 -0.230
O -0.741 -2.461 0.552
O 0.071 -1.155 -1.483
F -2.176 -1.189 -0.824
S 0.494 0.107 1.052
O 1.325 0.846 0.138
O 1.101 -0.969 1.838
F 0.303 1.355 2.097
C -2.398 1.376 4.809
O -2.338 1.277 3.370
H -3.254 1.943 5.175
H -2.607 0.423 5.296
H -1.423 1.795 5.055
C 1.863 5.960 3.062
C 0.847 5.170 3.622
C 0.089 4.458 2.659
C 0.420 4.447 1.299
C 1.441 5.307 0.816
C 2.219 5.999 1.744
N -0.505 3.747 0.355
O -1.540 3.219 0.813
O -0.102 3.643 -0.807
H 2.413 6.554 3.777
H 0.631 5.133 4.680
H -0.700 3.819 3.029
H 1.664 5.648 -0.184
H 3.148 6.512 1.545
C -0.569 1.682 -5.610
C -1.028 2.970 -5.447
C -1.811 3.233 -4.318
C -2.211 2.241 -3.414
C -1.792 0.894 -3.729
C -0.990 0.671 -4.794
N -2.921 2.485 -2.142
O -3.438 3.639 -2.015
O -2.895 1.545 -1.257
H 0.061 1.480 -6.464
H -0.892 3.806 -6.117
H -2.115 4.236 -4.059
H -2.047 0.078 -3.069
H -0.607 -0.255 -5.196
C -0.977 -3.313 4.056
C -0.286 -2.451 4.954
C -0.220 -2.792 6.309
C -0.725 -4.004 6.699
C -1.225 -4.949 5.803
C -1.484 -4.519 4.460
N -0.766 -4.339 8.160
O -1.465 -5.243 8.658
O -0.147 -3.569 8.861
H -1.337 -2.943 3.107
H 0.131 -1.511 4.625
H 0.169 -2.051 6.992
H -1.610 -5.921 6.073
H -2.060 -5.142 3.791
C 1.835 -4.170 0.950
C 2.912 -3.339 1.405
C 3.921 -3.155 0.509
C 3.847 -3.666 -0.821
C 2.766 -4.374 -1.258
C 1.788 -4.638 -0.340
N 4.971 -3.292 -1.777
O 4.807 -3.618 -2.940
O 5.962 -2.678 -1.391
H 1.019 -4.559 1.541
H 2.910 -3.081 2.454
H 4.830 -2.672 0.837
H 2.691 -4.660 -2.297
H 0.986 -5.319 -0.584
C 2.072 3.053 -3.176
C 1.652 1.703 -2.910
C 2.299 0.611 -3.440
C 3.563 0.835 -4.059
C 4.055 2.153 -4.292
C 3.280 3.281 -3.914
N 4.382 -0.262 -4.568
O 4.174 -1.446 -4.253
O 5.468 -0.064 -5.032
H 1.438 3.919 -3.061
H 0.707 1.468 -2.442
H 2.101 -0.389 -3.084
H 4.963 2.505 -4.759
H 3.632 4.301 -3.945
```

Computed properties:
**Relative energy (zero: lowest compared OMol25 entry of this formula, charge and spin)**: 4.503 eV
**Net charge**: -1
**Largest force on an atom**: 10.8 eV Å⁻¹
**2S+1**: 2
**HOMO energy (alpha / beta)**: -4.29 / -6.87 eV

[6]
This record from OMol25 describes a molecular structure, C31H28IN5O3PPt. The level of theory is ωB97M-V/def2-TZVPD.

```
70
Properties=species:S:1:pos:R:3
Pt -1.266 -0.359 -0.205
I -1.288 0.132 2.745
C 0.540 -0.118 3.759
C 0.334 -0.173 5.106
C 1.423 -0.301 5.985
C 2.675 -0.371 5.466
C 2.901 -0.324 4.067
C 4.234 -0.419 3.603
C 4.531 -0.401 2.276
C 3.485 -0.281 1.356
C 2.165 -0.162 1.749
P 1.133 0.005 0.267
C 1.623 1.487 -0.605
C 2.412 2.451 0.023
C 2.755 3.610 -0.657
C 2.311 3.815 -1.956
C 1.496 2.873 -2.577
C 1.136 1.724 -1.899
C 1.455 -1.474 -0.694
C 2.013 -1.477 -1.996
C 2.345 -2.677 -2.579
C 2.090 -3.885 -1.913
C 1.533 -3.894 -0.631
C 1.206 -2.704 -0.030
C 1.817 -0.191 3.140
H -0.667 -0.113 5.516
H 1.252 -0.342 7.051
H 3.535 -0.468 6.119
H 5.023 -0.514 4.340
H 5.553 -0.480 1.929
H 3.735 -0.266 0.300
H 2.770 2.296 1.033
H 3.379 4.351 -0.174
H 2.596 4.715 -2.486
H 1.144 3.045 -3.587
H 0.463 1.014 -2.366
H 2.250 -0.552 -2.499
H 2.830 -2.688 -3.547
H 2.345 -4.823 -2.392
H 1.370 -4.830 -0.113
H 0.808 -2.700 0.978
N -3.500 -1.429 -3.617
C -2.322 -1.643 -4.295
C -1.325 -1.289 -3.440
N -1.890 -0.861 -2.259
C -3.201 -0.964 -2.394
C -4.043 -0.581 -1.277
N -3.466 -0.139 -0.176
C -4.467 0.136 0.728
C -5.665 -0.141 0.147
N -5.377 -0.592 -1.120
H -4.418 -1.616 -3.992
H -2.294 -2.013 -5.306
H -0.260 -1.330 -3.592
H -4.276 0.527 1.714
H -6.674 -0.050 0.515
H -6.069 -0.891 -1.790
C -1.741 4.256 -0.347
C -1.731 2.862 -0.891
N -2.191 2.656 -2.126
O -1.281 1.929 -0.194
H -2.154 4.981 -1.046
H -0.718 4.537 -0.097
H -2.322 4.271 0.575
H -2.550 3.414 -2.682
H -2.172 1.733 -2.526
O -1.822 -4.245 1.790
C -1.828 -3.103 1.337
O -1.832 -2.563 0.226
H -1.855 -2.381 2.235
```

Computed properties:
**Relative energy (zero: lowest compared OMol25 entry of this formula, charge and spin)**: 1.345 eV
**Net charge**: +3
**Largest force on an atom**: 0.9 eV Å⁻¹
**2S+1**: 5
**HOMO energy (alpha / beta)**: -15.83 / -16.02 eV

> Look up the largest force on an atom of the first one.

1.9 eV Å⁻¹